Record 1
ORCA calculation (the ωB97M-V functional and the def2-TZVPD basis) on 10 unconnected molecules or ions with the total composition H20O10 at a distorted geometry.

Results
- SMILES: O.O.O.O.O.O.O.O.O.O
- Maximum force: 1.5 eV/Å
- Energy above the lowest of the compared OMol25 structures with the same formula, charge and spin: 10.67 kJ/mol
- Charge: 0
- Highest occupied orbital energy: -11.05 eV

Last column: Mulliken charge in e.
Cartesian coordinates (Å):
H -1.24 2.86 -1.74  0.31
H -1.39 1.39 -1.34  0.45
H 0.89 1.68 -1.51  0.43
H 2.00 1.46 -0.49  0.42
H -3.11 -0.06 -1.91  0.28
H -1.79 -0.75 -1.37  0.47
H 1.74 -0.26 -1.58  0.51
H 2.40 -1.54 -2.27  0.28
H 1.97 0.22 1.42  0.48
H 2.76 1.50 1.96  0.29
H 1.08 -1.84 1.36  0.40
H 2.17 -1.54 0.19  0.41
H -2.42 -0.01 0.62  0.41
H -1.69 0.78 1.73  0.47
H -1.17 -2.75 1.96  0.29
H -1.25 -1.26 1.54  0.49
H 0.07 -1.81 -1.51  0.42
H -0.88 -2.29 -0.41  0.45
H 0.30 1.84 1.61  0.45
H -0.73 2.28 0.58  0.47
O -0.76 2.17 -1.27  -0.82
O 1.79 1.33 -1.43  -0.80
O -2.38 0.06 -1.28  -0.80
O 1.75 -1.26 -1.61  -0.80
O 2.01 1.24 1.39  -0.79
O 1.98 -1.46 1.17  -0.81
O -2.18 -0.07 1.58  -0.81
O -0.69 -2.09 1.41  -0.83
O -0.86 -2.05 -1.36  -0.84
O -0.62 2.14 1.55  -0.85



Record 2
ORCA calculation (the ωB97M-V functional and the def2-TZVPD basis) on 10 unconnected molecules or ions with the total composition H20O10 at a distorted geometry.

Results
- SMILES: O.O.O.O.O.O.O.O.O.O
- Maximum force: 4.7 eV/Å
- Energy above the lowest of the compared OMol25 structures with the same formula, charge and spin: 549.45 kJ/mol
- Charge: 0
- Highest occupied orbital energy: -10.13 eV

Last column: Mulliken charge in e.
Cartesian coordinates (Å):
H -0.40 -0.38 -0.75  0.25
H 0.74 0.22 -1.39  0.29
H 3.42 -0.99 -2.06  0.32
H 4.45 0.09 -2.47  0.29
H -0.61 1.84 2.57  0.34
H -1.59 2.97 2.63  0.30
H 2.67 -0.94 2.16  0.31
H 4.02 -0.21 1.93  0.30
H -2.07 -0.94 -5.52  0.32
H -2.48 -1.30 -4.08  0.32
H -0.57 0.31 1.52  0.19
H 0.64 -0.68 1.19  0.31
H -1.58 1.41 -1.47  0.29
H -2.70 2.14 -0.63  0.30
H 2.06 1.70 1.45  0.35
H 0.86 1.97 0.62  0.27
H -0.49 -3.89 0.91  0.29
H -1.83 -3.44 1.60  0.31
H -3.41 -0.62 0.89  0.28
H -2.16 0.27 0.89  0.21
O 0.58 -0.24 -0.56  -0.55
O 3.52 0.00 -2.38  -0.60
O -0.67 2.84 2.48  -0.61
O 3.25 -0.20 2.42  -0.60
O -1.73 -1.32 -4.72  -0.63
O -0.22 -0.62 1.50  -0.52
O -1.76 2.18 -0.94  -0.59
O 1.81 1.89 0.49  -0.59
O -1.31 -3.48 0.74  -0.60
O -2.44 -0.59 0.99  -0.53



Record 3
ORCA calculation (the ωB97M-V functional and the def2-TZVPD basis) on 10 unconnected molecules or ions with the total composition H20O10 at a distorted geometry.

Results
- SMILES: O.O.O.O.O.O.O.O.O.O
- Maximum force: 1.1 eV/Å
- Energy above the lowest of the compared OMol25 structures with the same formula, charge and spin: 224.06 kJ/mol
- Charge: 0
- Highest occupied orbital energy: -9.95 eV

Last column: Mulliken charge in e.
Cartesian coordinates (Å):
O 0.15 0.58 -3.10  -0.59
H -0.11 1.46 -3.34  0.31
H 1.01 0.68 -2.69  0.31
O -3.46 -0.63 0.56  -0.64
H -2.87 -0.99 -0.10  0.32
H -3.96 -1.39 0.86  0.29
O 0.09 0.48 0.51  -0.50
H -0.39 -0.34 0.68  0.28
H 0.88 0.21 0.06  0.31
O -0.97 2.93 -0.12  -0.62
H -0.81 3.31 0.75  0.28
H -0.67 2.03 -0.05  0.42
O 3.10 1.53 1.26  -0.68
H 2.93 0.92 1.98  0.31
H 2.90 2.39 1.63  0.30
O 2.98 -2.07 -1.07  -0.66
H 3.93 -1.97 -1.00  0.29
H 2.68 -1.23 -1.41  0.38
O -2.85 1.37 2.44  -0.61
H -2.90 0.64 1.83  0.38
H -2.17 1.12 3.07  0.30
O 2.43 0.73 -1.30  -0.64
H 3.12 1.06 -1.88  0.30
H 2.68 1.04 -0.43  0.25
O -1.77 -1.82 -1.35  -0.64
H -1.23 -1.44 -2.04  0.30
H -1.48 -2.72 -1.28  0.26
O -1.07 -2.28 1.68  -0.52
H -0.49 -2.64 2.35  0.25
H -1.70 -2.98 1.50  0.27



Record 4
ORCA calculation (the ωB97M-V functional and the def2-TZVPD basis) on 10 unconnected molecules or ions with the total composition H20O10 at a distorted geometry.

Results
- SMILES: O.O.O.O.O.O.O.O.O.O
- Maximum force: 1.8 eV/Å
- Energy above the lowest of the compared OMol25 structures with the same formula, charge and spin: 308.45 kJ/mol
- Charge: 0
- Highest occupied orbital energy: -10.84 eV

Last column: Mulliken charge in e.
Cartesian coordinates (Å):
O 0.84 -1.31 2.87  -0.63
H 0.15 -1.83 3.29  0.31
H 0.40 -0.46 2.74  0.33
O -0.89 -2.51 0.56  -0.61
H -0.41 -3.34 0.66  0.33
H -0.37 -1.75 0.84  0.24
O -1.22 3.46 -1.04  -0.63
H -0.62 3.90 -0.43  0.31
H -2.04 3.88 -0.71  0.33
O 2.25 -2.32 0.51  -0.61
H 1.59 -2.01 1.15  0.31
H 1.75 -2.48 -0.32  0.34
O 3.87 0.10 0.18  -0.62
H 3.47 -0.44 -0.50  0.31
H 4.19 0.89 -0.29  0.31
O -1.98 -1.57 -1.51  -0.50
H -2.55 -1.91 -0.82  0.28
H -2.04 -2.11 -2.31  0.23
O -0.62 0.54 -0.03  -0.42
H -0.45 1.48 -0.14  0.25
H -1.49 0.28 0.27  0.18
O -3.76 1.85 -0.88  -0.63
H -2.99 1.35 -1.15  0.31
H -3.82 1.66 0.07  0.31
O 1.51 1.51 2.38  -0.67
H 1.84 1.37 3.26  0.30
H 2.12 1.15 1.72  0.36
O 0.27 0.27 -3.17  -0.65
H 0.09 0.38 -2.23  0.33
H -0.58 0.09 -3.59  0.29



Record 5
ORCA calculation (the ωB97M-V functional and the def2-TZVPD basis) on 10 unconnected molecules or ions with the total composition H20O10 at a distorted geometry.

Results
- SMILES: O.O.O.O.O.O.O.O.O.O
- Maximum force: 2.4 eV/Å
- Energy above the lowest of the compared OMol25 structures with the same formula, charge and spin: 300.39 kJ/mol
- Charge: 0
- Highest occupied orbital energy: -10.00 eV

Last column: Mulliken charge in e.
Cartesian coordinates (Å):
O -0.02 0.62 -0.76  -0.57
H 0.12 1.24 -0.06  0.35
H -0.93 0.36 -0.77  0.25
O 0.64 1.83 1.69  -0.75
H 1.29 2.29 2.20  0.28
H 1.00 0.92 1.64  0.48
O -3.50 0.79 1.10  -0.66
H -2.94 0.21 0.65  0.33
H -3.01 1.01 1.90  0.48
O -1.20 -1.82 -3.36  -0.61
H -1.41 -1.48 -2.50  0.36
H -0.80 -2.64 -3.22  0.30
O 1.64 -0.55 1.53  -0.76
H 0.89 -0.95 1.98  0.35
H 2.38 -0.48 2.13  0.26
O 0.99 -1.86 -0.66  -0.64
H 1.33 -1.92 0.22  0.31
H 0.66 -0.93 -0.73  0.37
O 2.03 0.73 -3.43  -0.63
H 1.95 -0.23 -3.37  0.33
H 1.82 0.98 -2.52  0.29
O -1.76 1.10 3.00  -0.67
H -1.61 1.28 3.91  0.27
H -0.98 1.33 2.53  0.40
O 3.03 0.50 -0.66  -0.55
H 3.73 1.00 -0.19  0.29
H 2.42 0.23 -0.02  0.32
O -2.33 -0.92 -0.82  -0.78
H -2.20 -1.62 -0.20  0.30
H -3.21 -0.99 -1.20  0.29



Record 6
ORCA calculation (the ωB97M-V functional and the def2-TZVPD basis) on 10 unconnected molecules or ions with the total composition H20O10 at a distorted geometry.

Results
- SMILES: O.O.O.O.O.O.O.O.O.O
- Maximum force: 2.4 eV/Å
- Energy above the lowest of the compared OMol25 structures with the same formula, charge and spin: 88.89 kJ/mol
- Charge: 0
- Highest occupied orbital energy: -10.96 eV

Last column: Mulliken charge in e.
Cartesian coordinates (Å):
H 1.62 1.91 0.47  0.44
H 2.24 0.78 1.37  0.42
H 1.45 1.11 -1.53  0.43
H 1.39 2.73 -1.81  0.30
H -0.81 2.25 -1.21  0.42
H -1.47 1.92 0.09  0.29
H -1.02 -1.36 -1.58  0.45
H -0.09 -2.19 -0.74  0.48
H -2.36 0.59 -1.35  0.40
H -3.10 -0.53 -2.08  0.30
H -1.09 2.34 1.71  0.30
H 0.08 1.46 1.89  0.50
H 1.10 -0.95 -1.84  0.48
H 2.63 -1.03 -1.78  0.27
H -1.84 -0.28 2.00  0.35
H -2.40 -1.04 0.78  0.36
H 0.09 -3.39 1.17  0.30
H -0.64 -2.02 1.36  0.47
H 2.16 -0.71 0.08  0.43
H 1.77 -1.55 1.25  0.44
O 1.76 1.61 1.40  -0.81
O 1.03 2.04 -1.25  -0.82
O -1.69 2.15 -0.85  -0.77
O -0.18 -1.92 -1.69  -0.86
O -2.55 -0.37 -1.31  -0.70
O -0.88 1.53 2.11  -0.70
O 1.92 -0.44 -1.79  -0.78
O -2.02 -1.17 1.68  -0.77
O 0.16 -2.45 0.95  -0.80
O 2.51 -0.99 0.96  -0.82



| no. | HOMO-LUMO gap (eV) | electronic energy (a.u.) |
| --- | --- | --- |
| 1 | 11.40 | -764.47786 |
| 2 | 10.00 | -764.27265 |
| 3 | 9.95 | -764.39658 |
| 4 | 10.94 | -764.36444 |
| 5 | 9.17 | -764.36751 |
| 6 | 11.27 | -764.44806 |